# 1
Here is a molecular structure, C23H24IrN3O5S from the Open Molecules 2025 dataset. Energies are from the ωB97M-V functional and the def2-TZVPD basis.

Summary:
HOMO level (alpha / beta) ... -7.695 / -7.920 eV
2S+1 ... 5
LUMO (alpha / beta) ... 0.038 / -1.744 eV
Frontier orbital gap (alpha / beta) ... 7.73 / 6.18 eV
M ... 646.745 g/mol
DFT total energy ... -1933.71539 Ha

Each line ends with the Mulliken charge.
CARTESIAN COORDINATES (ANGSTROEM)
Ir (0.3184, 0.0242, 1.0236)  1.37
O (-1.7425, 0.7685, 1.2880)  -0.90
C (-2.5815, 0.0940, 2.0368)  0.68
C (-3.9456, 0.0514, 1.6719)  -0.31
C (-4.8580, -0.6701, 2.3960)  -0.38
C (-4.4808, -1.3670, 3.5585)  -0.72
C (-3.1855, -1.2896, 3.9789)  -0.62
C (-2.2209, -0.5641, 3.2510)  0.51
C (-0.9371, -0.3444, 3.8251)  -0.64
N (-0.0024, 0.2826, 3.1958)  -0.05
C (1.0939, 0.9646, 3.8668)  -0.76
C (1.2058, 2.2776, 3.0982)  -0.77
N (1.5079, 1.8880, 1.7318)  -0.07
C (2.2179, 2.6092, 0.9578)  -0.42
C (2.8089, 2.1022, -0.2557)  0.28
C (3.3886, 2.9891, -1.1804)  -0.66
C (4.0817, 2.5289, -2.2701)  -0.72
C (4.2410, 1.1422, -2.4296)  -0.49
C (3.6880, 0.2515, -1.5402)  -0.24
C (2.9255, 0.6955, -0.4375)  0.71
O (2.3841, -0.1759, 0.3799)  -0.93
H (-4.2392, 0.5922, 0.7788)  0.45
H (-5.8890, -0.7107, 2.0632)  0.38
H (-5.2087, -1.9471, 4.1112)  0.39
H (-2.8754, -1.7931, 4.8893)  0.36
H (-0.8040, -0.6042, 4.8787)  0.39
H (2.0244, 0.4018, 3.7611)  0.25
H (0.8912, 1.1363, 4.9242)  0.49
H (1.9675, 2.9341, 3.5220)  0.51
H (0.2369, 2.7801, 3.1345)  0.28
H (2.4777, 3.6318, 1.2496)  0.43
H (3.2642, 4.0573, -1.0201)  0.40
H (4.5113, 3.2152, -2.9882)  0.41
H (4.8144, 0.7677, -3.2717)  0.40
H (3.8157, -0.8183, -1.6593)  0.45
C (0.5707, -1.1899, -5.4988)  -1.53
C (0.4617, -0.8633, -4.0375)  1.09
C (0.8011, -1.8009, -3.0707)  -1.06
C (0.7148, -1.4750, -1.7334)  -0.28
N (0.3144, -0.2658, -1.3191)  0.96
C (-0.0156, 0.6434, -2.2426)  -0.71
C (0.0445, 0.3884, -3.5951)  -1.13
H (1.5592, -1.5939, -5.7226)  0.36
H (0.4094, -0.3101, -6.1205)  0.39
H (-0.1628, -1.9496, -5.7780)  0.32
H (1.1124, -2.8010, -3.3515)  0.44
H (0.9836, -2.1905, -0.9710)  0.58
H (-0.3294, 1.6130, -1.8714)  0.45
H (-0.2499, 1.1561, -4.3007)  0.39
C (-2.5651, -1.5875, -0.9585)  -0.90
S (-1.7565, -2.7045, 0.1806)  1.22
O (-1.0575, -3.6604, -0.6505)  -0.69
O (-2.7835, -3.2156, 1.0501)  -0.66
O (-0.7477, -1.9064, 0.9999)  -0.61
H (-3.6141, -1.8789, -0.9322)  0.44
H (-2.1410, -1.7594, -1.9472)  0.37
H (-2.4432, -0.5496, -0.6491)  0.09

Forces on the atoms, in the same order (eV/Å):
Ir -0.05 -0.02 0.13
O 0.27 -0.16 -0.43
C 0.04 0.09 0.16
C -0.02 0.10 -0.16
C 0.01 -0.11 0.13
C -0.25 0.02 -0.15
C 0.23 0.04 0.02
C -0.06 -0.16 -0.25
C 0.05 0.45 0.03
N 0.36 -0.65 0.23
C -0.15 -0.09 -0.08
C -0.03 0.09 -0.01
N -0.31 0.14 0.07
C 0.21 0.04 -0.01
C -0.14 -0.11 -0.13
C -0.13 0.05 0.18
C 0.06 -0.17 -0.12
C 0.00 0.10 -0.05
C 0.01 -0.11 0.05
C 0.03 0.09 0.03
O -0.34 0.01 -0.04
H 0.01 -0.05 0.05
H 0.04 0.02 0.01
H 0.03 0.04 -0.04
H 0.01 0.03 -0.04
H -0.01 0.11 0.06
H 0.03 0.01 0.03
H -0.08 -0.04 0.06
H 0.09 0.01 -0.07
H -0.03 0.04 0.03
H 0.08 0.00 0.06
H 0.06 -0.08 0.01
H -0.01 -0.02 0.05
H -0.06 0.01 0.06
H -0.01 0.05 -0.02
C -0.04 -0.02 0.00
C 0.09 0.07 -0.06
C -0.05 -0.13 -0.07
C 0.10 0.22 0.00
N -0.39 0.01 -0.12
C 0.02 0.03 0.36
C -0.06 -0.07 -0.17
H -0.02 0.00 -0.01
H -0.01 -0.02 0.03
H 0.02 0.03 0.01
H 0.01 0.07 0.03
H -0.08 -0.01 0.04
H -0.03 -0.06 0.02
H 0.08 -0.01 0.04
C 0.02 0.06 0.06
S 0.31 -0.20 0.19
O 0.03 0.00 0.05
O 0.02 0.06 0.07
O 0.09 0.08 -0.29
H 0.04 0.10 -0.10
H -0.03 0.09 0.07
H -0.05 -0.10 0.01

# 2
Here is 7 unconnected molecules or ions with the total composition C57H122N6O7 at a distorted geometry from the Open Molecules 2025 dataset. Energies are from the ωB97M-V functional and the def2-TZVPD basis.

Summary:
HOMO level ... -7.839 eV
2S+1 ... 1
LUMO ... 0.399 eV
Frontier orbital gap ... 8.24 eV
M ... 1003.638 g/mol
DFT total energy ... -3099.71562 Ha

Each line ends with the Mulliken charge.
CARTESIAN COORDINATES (ANGSTROEM)
C (-1.2759, 33.0133, -28.6216)  -1.92
C (-2.4864, 32.4479, -27.7695)  1.68
C (-1.9867, 31.3926, -26.7954)  -1.77
C (-3.0195, 33.6755, -27.0482)  -1.34
C (-4.3712, 33.4975, -26.3464)  -0.70
C (-5.4082, 33.1585, -27.4046)  -1.07
C (-4.9857, 31.8916, -28.2244)  1.42
C (-5.2198, 30.5753, -27.3837)  -1.56
C (-6.0092, 31.8368, -29.3601)  -1.94
N (-3.5690, 32.0455, -28.6749)  0.27
O (-3.2099, 31.0439, -29.4634)  -0.49
H (-1.6201, 33.7644, -29.3325)  0.44
H (-0.4865, 33.5059, -28.0540)  0.40
H (-0.7941, 32.2180, -29.1905)  0.42
H (-1.8676, 30.4770, -27.3748)  0.42
H (-1.0543, 31.7691, -26.3747)  0.45
H (-2.6135, 31.1864, -25.9278)  0.30
H (-2.2211, 34.1186, -26.4530)  0.54
H (-3.3228, 34.4694, -27.7307)  0.38
H (-4.3666, 32.6187, -25.7016)  0.29
H (-4.6661, 34.3377, -25.7177)  0.41
H (-5.7041, 33.9759, -28.0622)  0.35
H (-6.2447, 32.8650, -26.7705)  0.34
H (-5.2317, 29.6284, -27.9235)  0.35
H (-6.0836, 30.7161, -26.7340)  0.37
H (-4.3714, 30.4128, -26.7189)  0.35
H (-7.0631, 31.7221, -29.1066)  0.35
H (-5.8253, 31.1449, -30.1820)  0.37
H (-5.8966, 32.7906, -29.8755)  0.49
H (-3.1102, 31.5186, -30.2918)  0.38
C (-13.3003, 35.6571, -23.7481)  -1.84
C (-11.9601, 35.0253, -24.1092)  1.54
C (-11.8107, 35.3000, -25.6129)  -1.94
C (-10.9064, 35.9134, -23.3767)  -1.15
C (-10.7336, 35.6336, -21.8688)  -0.64
C (-10.2249, 34.1107, -21.8681)  -1.24
C (-11.2762, 33.1549, -22.4701)  1.32
C (-10.5654, 31.7994, -22.5980)  -1.98
C (-12.5157, 32.9382, -21.4166)  -1.47
N (-11.7053, 33.6176, -23.7628)  0.42
O (-12.6283, 32.7790, -24.3633)  -0.47
H (-14.0949, 35.1078, -24.2530)  0.40
H (-13.4919, 35.5072, -22.6856)  0.33
H (-13.5392, 36.6648, -24.0881)  0.43
H (-12.4824, 34.8204, -26.3249)  0.42
H (-12.0394, 36.3192, -25.9244)  0.40
H (-10.7807, 35.0596, -25.8765)  0.41
H (-9.9310, 35.8143, -23.8530)  0.37
H (-11.2275, 36.9525, -23.4486)  0.41
H (-10.0709, 36.3154, -21.3357)  0.38
H (-11.6484, 35.8219, -21.3068)  0.34
H (-9.8986, 33.8430, -20.8632)  0.45
H (-9.4382, 34.0604, -22.6209)  0.41
H (-9.7096, 31.8688, -23.2696)  0.41
H (-11.2109, 31.0841, -23.1077)  0.46
H (-10.2696, 31.3673, -21.6420)  0.38
H (-13.1233, 33.8414, -21.3609)  0.30
H (-12.2628, 32.6480, -20.3968)  0.37
H (-13.1222, 32.1407, -21.8459)  0.39
H (-12.0312, 32.5586, -25.0820)  0.38
C (-24.0812, 33.7678, -28.7978)  -1.54
C (-23.3944, 34.5071, -27.6265)  1.40
C (-24.3693, 35.6845, -27.2196)  -1.79
C (-23.2327, 33.4641, -26.4405)  -1.11
C (-21.9473, 32.5916, -26.4623)  -0.60
C (-20.6897, 33.4611, -26.8117)  -1.28
C (-20.7171, 34.3075, -28.0967)  1.58
C (-19.4908, 35.2698, -28.0837)  -1.90
C (-20.7067, 33.3805, -29.3680)  -1.68
N (-22.0477, 35.0758, -27.9905)  0.18
O (-22.1638, 35.9298, -29.0570)  -0.52
H (-24.9692, 33.2180, -28.4859)  0.42
H (-24.3347, 34.4215, -29.6324)  0.32
H (-23.3863, 33.0408, -29.2183)  0.32
H (-23.8789, 36.2105, -26.4004)  0.46
H (-24.5837, 36.3428, -28.0615)  0.34
H (-25.3316, 35.3369, -26.8438)  0.38
H (-23.3375, 33.8676, -25.4334)  0.43
H (-24.0861, 32.7873, -26.4832)  0.32
H (-21.8254, 32.2489, -25.4348)  0.36
H (-22.0604, 31.7726, -27.1726)  0.32
H (-19.8576, 32.7572, -26.7984)  0.47
H (-20.4997, 34.0926, -25.9438)  0.41
H (-19.6306, 35.9092, -28.9553)  0.47
H (-18.5359, 34.7749, -28.2612)  0.36
H (-19.3968, 36.0302, -27.3084)  0.38
H (-20.7348, 33.8040, -30.3720)  0.31
H (-21.4253, 32.5626, -29.4203)  0.37
H (-19.7947, 32.8113, -29.1885)  0.47
H (-21.6489, 36.7087, -28.8337)  0.36
C (-21.4471, 28.3930, -18.3680)  -1.75
C (-20.6666, 29.3136, -17.4275)  1.59
C (-20.1743, 28.4368, -16.2849)  -2.11
C (-19.4337, 29.8490, -18.1419)  -1.24
C (-19.7483, 30.8853, -19.2375)  -0.64
C (-20.6020, 31.9352, -18.5896)  -1.20
C (-21.8806, 31.5842, -17.6910)  1.30
C (-22.1908, 32.7742, -16.7587)  -1.83
C (-23.1513, 31.3450, -18.5387)  -1.60
N (-21.4295, 30.4634, -16.8643)  0.40
O (-22.3145, 30.1341, -15.8899)  -0.49
H (-21.1686, 27.3399, -18.4073)  0.44
H (-22.4397, 28.1364, -17.9979)  0.45
H (-21.5734, 28.6510, -19.4195)  0.26
H (-21.0784, 28.0414, -15.8218)  0.48
H (-19.4373, 27.7616, -16.7197)  0.47
H (-19.6826, 29.0351, -15.5179)  0.40
H (-18.8925, 30.4389, -17.4022)  0.43
H (-18.7969, 29.0640, -18.5499)  0.40
H (-18.8389, 31.2986, -19.6738)  0.36
H (-20.3405, 30.5453, -20.0870)  0.35
H (-21.0761, 32.5301, -19.3703)  0.34
H (-20.0503, 32.6330, -17.9596)  0.44
H (-21.2279, 33.0692, -16.3418)  0.46
H (-22.8820, 32.5670, -15.9417)  0.38
H (-22.4592, 33.6727, -17.3143)  0.39
H (-23.0263, 30.6534, -19.3718)  0.33
H (-23.3132, 32.3222, -18.9938)  0.47
H (-23.9484, 31.0748, -17.8462)  0.36
H (-21.8181, 30.5153, -15.1620)  0.36
C (-13.0414, 40.7158, -31.2113)  -1.85
C (-13.8852, 41.3981, -32.3415)  1.30
C (-13.8849, 42.9329, -31.9159)  -1.67
C (-13.2088, 41.1763, -33.6457)  -0.95
C (-14.1236, 41.5314, -34.7693)  -0.68
C (-15.3707, 40.5991, -34.8960)  -0.94
C (-16.1500, 40.6808, -33.5002)  1.20
C (-16.9485, 41.9751, -33.5862)  -1.57
C (-17.1517, 39.4892, -33.4925)  -1.83
N (-15.1919, 40.6236, -32.3086)  0.11
O (-15.7500, 40.6257, -31.0896)  -0.41
H (-13.3333, 40.9054, -30.1784)  0.35
H (-12.8361, 39.6568, -31.3681)  0.42
H (-12.0346, 41.1292, -31.2717)  0.46
H (-14.3536, 43.6366, -32.6038)  0.32
H (-14.4611, 42.9921, -30.9925)  0.41
H (-12.8823, 43.3244, -31.7438)  0.43
H (-12.3797, 41.8679, -33.7960)  0.41
H (-12.7619, 40.1952, -33.8065)  0.38
H (-14.4606, 42.5452, -34.5530)  0.28
H (-13.6014, 41.5532, -35.7258)  0.40
H (-15.1966, 39.5465, -35.1194)  0.37
H (-15.9323, 41.0566, -35.7105)  0.36
H (-17.4426, 42.1756, -34.5368)  0.35
H (-16.2911, 42.8153, -33.3626)  0.36
H (-17.6772, 41.9573, -32.7758)  0.43
H (-17.6403, 39.5254, -32.5188)  0.39
H (-16.5363, 38.5895, -33.4900)  0.46
H (-17.9232, 39.4667, -34.2621)  0.35
H (-16.2647, 41.4360, -31.0795)  0.36
C (-11.7444, 31.8711, -8.7957)  -1.67
C (-11.1843, 32.9317, -9.8135)  1.60
C (-11.0131, 34.2908, -9.2141)  -1.99
C (-9.8471, 32.4829, -10.3580)  -1.24
C (-9.8956, 31.3252, -11.3604)  -0.70
C (-10.8317, 31.8466, -12.5322)  -1.29
C (-12.2312, 32.2882, -12.1425)  1.52
C (-12.8204, 33.1324, -13.3308)  -1.92
C (-13.1219, 31.0860, -11.8243)  -1.66
N (-12.0725, 33.2242, -11.0227)  0.28
O (-13.3079, 33.8180, -10.6689)  -0.48
H (-12.7202, 32.1411, -8.3920)  0.35
H (-11.8787, 30.8733, -9.2133)  0.32
H (-11.0784, 31.7072, -7.9486)  0.42
H (-10.7468, 35.0432, -9.9564)  0.47
H (-11.8391, 34.6933, -8.6279)  0.35
H (-10.1576, 34.4266, -8.5524)  0.42
H (-9.2917, 33.3774, -10.6399)  0.41
H (-9.2016, 32.1392, -9.5497)  0.47
H (-8.8604, 31.0540, -11.5678)  0.41
H (-10.2294, 30.4055, -10.8798)  0.34
H (-10.9421, 30.9595, -13.1558)  0.46
H (-10.3714, 32.5476, -13.2285)  0.40
H (-12.1275, 33.8697, -13.7361)  0.41
H (-13.6924, 33.7223, -13.0482)  0.43
H (-12.9048, 32.4238, -14.1548)  0.42
H (-12.6980, 30.4271, -11.0665)  0.32
H (-13.2695, 30.3488, -12.6136)  0.42
H (-14.1259, 31.3423, -11.4863)  0.35
H (-13.2277, 34.5649, -11.2666)  0.36
C (-13.5900, 25.5569, -25.7453)  -1.42
C (-13.3529, 26.2639, -27.1114)  0.53
C (-14.4344, 27.3166, -27.3169)  -1.17
O (-12.1139, 26.9430, -27.0687)  -0.54
H (-14.5059, 24.9901, -25.9129)  0.34
H (-13.7579, 26.2707, -24.9388)  0.33
H (-12.7071, 25.0219, -25.3957)  0.42
H (-13.3244, 25.4424, -27.8272)  0.22
H (-14.9247, 26.9551, -28.2209)  0.30
H (-14.2668, 28.3707, -27.5376)  0.36
H (-15.3248, 27.1502, -26.7106)  0.33
H (-11.4701, 26.3375, -26.6938)  0.29

Forces on the atoms, in the same order (eV/Å):
C -0.59 -0.78 -0.27
C -0.19 1.77 -0.11
C 0.16 0.00 -0.11
C -0.85 1.11 0.66
C 0.76 -0.85 -0.10
C 0.29 -1.09 0.92
C -0.68 -0.84 1.15
C 1.20 0.68 0.61
C 0.90 0.88 -1.75
N -2.02 3.02 1.83
O 0.97 -2.50 -2.31
H -0.29 -0.08 -0.03
H -0.23 -0.20 0.52
H 0.00 -0.11 -0.02
H 0.40 -0.16 0.28
H 0.28 -0.37 -0.16
H -0.32 0.13 -0.23
H -0.08 -0.19 0.43
H 0.72 0.00 -0.76
H 0.20 -0.01 0.38
H 0.11 0.17 -0.19
H 0.25 0.06 0.02
H -0.66 0.05 -0.62
H -0.51 0.34 -0.51
H -0.22 -0.31 -0.26
H -0.02 0.21 0.24
H 0.25 0.01 0.66
H 0.32 -0.60 0.41
H -0.36 0.34 -0.11
H 0.23 -0.68 -0.55
C -1.66 -1.71 0.49
C 0.24 2.07 0.34
C 0.68 -0.38 -0.62
C 0.03 0.53 0.69
C 0.21 -1.94 -0.76
C -1.32 2.05 -0.31
C -0.82 -0.54 3.22
C -0.49 -0.27 -0.90
C 0.69 0.26 -1.60
N 0.92 2.09 0.25
O -0.05 -0.56 -0.62
H -0.13 -0.47 0.03
H -0.15 0.50 0.08
H 0.94 0.23 0.28
H -0.13 -0.97 0.52
H 0.47 0.45 0.77
H 0.05 0.06 -0.40
H 0.08 0.02 -0.09
H 0.01 0.05 -0.54
H 0.65 -0.08 -0.56
H -0.43 -0.62 -0.17
H 0.01 -0.51 -0.26
H 0.63 0.18 0.49
H 0.31 0.24 0.20
H -0.25 -0.11 0.23
H -0.01 0.24 0.02
H 0.01 -0.01 -0.03
H 0.52 0.02 -0.15
H -0.19 0.05 0.07
H -0.83 -0.91 -0.69
C 0.78 -0.26 -0.41
C -0.33 -0.37 0.14
C 1.20 -0.69 0.25
C 0.12 -0.03 -0.54
C -0.06 1.87 -0.67
C -0.41 -1.08 0.61
C -2.43 -0.70 0.46
C -1.04 0.56 -1.48
C 0.95 -0.52 0.90
N 1.13 -0.41 2.20
O -0.46 0.62 -1.74
H -0.06 0.21 0.13
H -0.06 0.22 0.17
H -0.10 -0.18 0.05
H -0.09 0.36 -0.09
H 0.30 0.01 0.05
H 0.08 -0.42 -0.05
H 0.26 0.80 -0.16
H -0.15 -0.01 -0.24
H 0.16 -0.52 -0.23
H 0.09 -0.14 0.16
H 0.34 0.09 -0.40
H -0.10 0.40 -0.11
H 0.21 -0.03 -0.44
H -0.18 -0.29 0.29
H -0.31 -0.66 0.70
H 0.31 0.59 0.35
H -0.52 0.36 0.63
H 0.50 0.04 -0.72
H -0.13 0.17 0.20
C -1.45 -1.19 -0.31
C -0.17 -0.15 -0.54
C -0.40 0.87 0.19
C 0.06 1.14 -0.85
C -0.83 -0.67 0.60
C -1.96 1.92 0.49
C 0.87 -1.06 -0.67
C 1.40 0.20 -0.26
C 0.91 0.41 0.13
N 2.31 0.56 -2.15
O -1.00 -0.57 1.37
H 1.35 0.02 0.11
H -0.53 0.94 0.28
H 0.16 0.60 0.12
H 0.43 -0.82 0.02
H -0.41 -0.48 0.40
H 0.17 0.14 -0.03
H 0.41 -0.26 0.19
H -0.10 -0.25 0.28
H 0.03 0.17 0.21
H 0.16 -0.76 -0.03
H 0.31 0.43 -0.22
H 0.45 -0.12 -0.11
H 0.04 -0.10 0.55
H -0.14 -0.06 -0.36
H -0.53 -0.20 -0.16
H -0.04 -0.33 0.30
H -0.61 -0.01 -0.01
H -0.22 -0.08 -0.39
H -0.68 -0.29 0.80
C 1.06 0.43 -0.45
C 0.02 -0.61 2.62
C -1.00 -0.78 -0.35
C 0.79 0.24 -1.31
C -0.95 -0.99 -0.93
C 0.85 1.17 1.97
C -0.27 -0.11 -1.99
C 0.20 0.54 1.41
C 1.18 0.31 1.58
N 1.78 -0.25 -4.35
O -1.45 0.27 1.24
H -0.52 -0.09 -0.24
H -0.71 -0.15 -0.08
H 0.19 0.36 -0.09
H -0.11 -0.22 -0.30
H 0.15 0.16 0.20
H 0.07 -0.40 0.10
H 0.31 0.11 0.67
H -0.32 -0.33 0.41
H -0.27 0.10 -0.38
H 0.13 0.06 -0.02
H 0.58 0.12 -0.10
H -0.60 -0.39 0.22
H -0.03 -0.34 0.11
H -0.02 0.20 -0.18
H -0.44 0.24 -0.07
H -0.29 -0.21 0.02
H -0.27 -0.24 -0.21
H 0.37 0.32 -0.19
H -0.44 0.46 0.72
C -0.17 0.23 -0.32
C -1.58 -0.60 -0.60
C 0.63 1.67 1.25
C 0.97 -0.73 0.81
C -0.68 2.13 -0.16
C 1.23 -2.49 -0.37
C -0.19 0.91 0.23
C 0.93 -0.64 0.24
C -0.40 -0.88 0.31
N 1.49 -0.71 0.43
O 0.21 -0.19 0.02
H -0.01 0.29 -0.09
H 0.12 0.14 -0.37
H 0.22 0.41 0.02
H -0.44 -0.17 -0.50
H -0.33 -0.32 -0.26
H 0.22 -0.84 0.38
H -0.12 -0.08 -1.05
H -0.29 -0.06 0.66
H -0.03 0.34 -0.99
H -0.74 0.16 -0.01
H -0.35 -0.10 -0.38
H 0.35 0.39 0.63
H 0.50 0.04 0.47
H -0.42 -0.78 -0.32
H -0.92 0.12 -0.09
H 0.22 0.40 0.35
H 0.12 0.48 -0.73
H 0.09 0.36 0.07
H -0.62 0.51 0.38
C -0.14 0.92 -0.50
C 0.53 0.51 2.70
C -1.89 -1.48 -2.01
O 0.48 0.18 -0.30
H 0.24 -0.59 0.58
H -0.26 0.31 -0.20
H -0.20 -0.74 -0.40
H -0.18 0.35 -0.61
H -0.02 0.35 -0.79
H 0.75 -0.26 0.61
H 0.46 0.45 0.99
H 0.21 0.01 -0.04